{"formula": "C27H21ClN2OPRe", "method": "the ωB97M-V functional and the def2-TZVPD basis", "species": ["Re", "O", "C", "C", "C", "C", "C", "C", "C", "N", "C", "C", "N", "H", "H", "H", "H", "H", "H", "H", "Cl", "C", "C", "C", "C", "C", "C", "P", "C", "C", "C", "C", "C", "C", "C", "C", "C", "C", "C", "C", "H", "H", "H", "H", "H", "H", "H", "H", "H", "H", "H", "H", "H", "H"], "xyz": [[-0.238, -0.359, -0.375], [-1.774, 0.807, -0.418], [-3.046, 0.809, -0.130], [-3.806, 1.981, -0.321], [-5.152, 1.967, -0.073], [-5.777, 0.790, 0.373], [-5.035, -0.359, 0.604], [-3.664, -0.374, 0.383], [-2.842, -1.514, 0.719], [-1.516, -1.686, 0.473], [-1.139, -2.913, 1.004], [-2.227, -3.480, 1.573], [-3.259, -2.597, 1.387], [-3.302, 2.872, -0.673], [-5.737, 2.864, -0.227], [-6.845, 0.781, 0.545], [-5.546, -1.247, 0.955], [-0.136, -3.299, 0.942], [-2.340, -4.416, 2.093], [-4.200, -2.739, 1.727], [1.858, -1.268, -0.108], [2.219, -2.292, -1.513], [3.207, -3.241, -1.423], [3.403, -4.074, -2.523], [2.613, -3.952, -3.657], [1.631, -2.970, -3.728], [1.434, -2.115, -2.650], [0.257, -0.755, -2.675], [-0.948, -0.966, -3.959], [-0.855, -0.212, -5.130], [-1.741, -0.473, -6.163], [-2.706, -1.462, -6.024], [-2.800, -2.205, -4.850], [-1.922, -1.961, -3.811], [1.129, 0.802, -2.762], [0.373, 1.964, -2.508], [1.000, 3.200, -2.534], [2.359, 3.275, -2.813], [3.102, 2.123, -3.071], [2.501, 0.879, -3.029], [3.813, -3.347, -0.531], [4.177, -4.829, -2.478], [2.762, -4.622, -4.493], [1.023, -2.859, -4.618], [-0.103, 0.560, -5.237], [-1.674, 0.094, -7.082], [-3.393, -1.657, -6.837], [-3.555, -2.975, -4.753], [-1.977, -2.533, -2.889], [-0.697, 1.897, -2.350], [0.431, 4.102, -2.353], [2.847, 4.241, -2.835], [4.155, 2.202, -3.307], [3.080, -0.016, -3.221]], "lowdin_charge": [1.25, -0.20, -0.27, 0.05, 0.01, 0.02, 0.02, -0.06, -0.20, -0.09, -0.07, 0.01, 0.18, 0.14, 0.14, 0.14, 0.13, 0.11, 0.15, 0.19, 0.78, -0.55, -0.05, 0.00, 0.00, -0.02, -0.37, 0.97, -0.37, -0.05, -0.03, -0.01, -0.04, -0.09, -0.40, -0.10, -0.02, 0.01, -0.01, -0.05, 0.14, 0.14, 0.14, 0.13, 0.12, 0.13, 0.13, 0.13, 0.11, 0.10, 0.13, 0.14, 0.13, 0.12], "lumo_ev": [-10.6, -12.1], "charge": 3, "spin_multiplicity": 4, "homo_lumo_gap_ev": [6.912, 5.322], "s_squared": 3.80, "total_energy_ev": -57281.2002}